C10H24N5OTi as an isolated structure at a distorted geometry, computed with wB97M-V/def2-TZVPD.

## Properties
E_HOMO (spin up / spin down)   -21.1593 / -22.0774 eV
Frontier orbital gap (spin up / spin down)   7.932 / 8.546 eV
2S+1   3
Net charge   +3
Expectation value of S²   2.01
Energy above the lowest of the compared OMol25 structures with the same formula, charge and spin   11.7 kcal/mol

Last column: Mulliken charge in e.
Cartesian coordinates (Å):
Ti -0.0738 -0.0830 1.0407  0.1823
C 0.9361 -2.6137 -1.0225  -0.8476
C -0.0405 -2.9567 0.0987  -0.8165
N -1.0786 -1.9204 0.4249  -0.2054
C -2.1399 -1.6730 -0.6035  -0.7047
C -1.7346 -0.5250 -1.5077  -0.7035
N -1.1822 0.5921 -0.6752  -0.0150
C -2.1938 1.6325 -0.2726  -0.7121
C -1.5733 2.6091 0.7329  -0.4349
C -0.1243 2.9845 0.4141  -0.9641
N 0.8098 1.8831 0.8489  -0.1878
C 2.0448 1.7274 0.0194  -0.4800
C 2.7717 0.4713 0.4679  -0.8924
N 1.8346 -0.7136 0.4331  -0.0682
C 1.6513 -1.2558 -0.9560  -0.2145
H 0.4494 -2.6839 -1.9964  0.2988
H 1.6787 -3.4133 -1.0165  0.4413
H 0.4991 -3.1479 1.0317  0.4144
H -0.5348 -3.8955 -0.1571  0.4653
H -1.5723 -2.3062 1.2312  0.3756
H -3.0605 -1.4331 -0.0700  0.4930
H -2.3372 -2.5725 -1.1888  0.3577
H -2.5875 -0.1811 -2.0943  0.4929
H -0.9683 -0.8359 -2.2160  0.3356
H -0.5085 1.0892 -1.2586  0.3536
H -3.0600 1.1292 0.1576  0.3463
H -2.5325 2.1572 -1.1669  0.4556
H -1.6284 2.2087 1.7563  0.2472
H -2.1838 3.5119 0.7607  0.5496
H 0.1506 3.9125 0.9130  0.5152
H 0.0149 3.1622 -0.6549  0.4191
H 1.1211 2.1449 1.7884  0.4420
H 2.6987 2.5959 0.1117  0.4773
H 1.7554 1.6699 -1.0316  0.3323
H 3.1428 0.5803 1.4891  0.3993
H 3.6371 0.2823 -0.1682  0.4203
H 2.2603 -1.4468 1.0050  0.4099
H 2.6324 -1.3560 -1.4230  0.5254
H 1.1198 -0.4958 -1.5332  0.1780
O 0.4349 -0.6975 3.2711  -0.0291
N -0.5287 -0.1374 3.0165  0.3476



C10H24N6O6STi as an isolated structure at a distorted geometry, computed with wB97M-V/def2-TZVPD.

## Properties
E_HOMO (spin up / spin down)   -10.2105 / -10.1189 eV
Frontier orbital gap (spin up / spin down)   5.967 / 5.795 eV
2S+1   2
Net charge   +1
Expectation value of S²   0.98

Last column: Mulliken charge in e.
Cartesian coordinates (Å):
O -1.6784 -0.7683 -4.0102  -0.4906
H -1.2295 -1.2605 -4.7172  0.2824
Ti 0.4229 0.3178 -0.6023  -0.1025
N 2.0332 -0.8687 -0.8550  0.9382
N -0.3372 -1.4886 -0.0891  1.0243
N 1.3035 2.0832 -0.2831  0.3733
N -0.9848 1.2992 0.3583  0.9103
O 3.2208 -0.3576 -1.0222  -0.8717
O 2.6630 2.2776 -0.4559  -0.4847
O -2.1968 0.7427 0.7301  -0.6297
O -1.4806 -1.7254 0.5345  -1.0108
C 0.4612 -2.5432 -0.4179  0.2913
C 1.7601 -2.2052 -0.8835  0.0758
C 0.6357 2.9550 0.5097  0.2036
C -0.6535 2.5020 0.8845  0.3876
C 2.7536 -3.1733 -1.4186  -1.4499
H 2.7222 -3.1991 -2.5188  0.2623
H 2.5096 -4.1791 -1.0626  0.4087
H 3.7685 -2.9146 -1.1031  0.3577
C -0.1160 -3.8867 -0.2053  -1.4689
H -1.1260 -3.9281 -0.6340  0.2955
H -0.1951 -4.1058 0.8698  0.2696
H 0.4953 -4.6596 -0.6756  0.4568
C 1.3286 4.1386 1.0635  -1.4207
C -1.5845 3.1182 1.8454  -1.5295
H 2.0203 4.5803 0.3368  0.4016
H 1.8840 3.8803 1.9783  0.2624
H 0.5817 4.8943 1.3323  0.4421
H -1.9911 2.3689 2.5328  0.3321
H -2.4174 3.5719 1.2941  0.3635
H -1.0878 3.9038 2.4215  0.4254
H 3.0282 1.3576 -0.6909  0.4394
H -2.0450 -0.2850 0.6342  0.4559
C -3.0414 -1.0469 -3.9406  -0.5702
H -3.3641 -1.6390 -4.7986  0.3056
H -3.5889 -0.0925 -3.9122  0.2413
H -3.2601 -1.5911 -3.0188  0.2416
O -0.1325 0.5043 -2.4423  -0.6033
H -0.8024 -0.0970 -2.9941  0.4611
H 0.1617 1.2010 -3.0627  0.2789
N 0.2150 0.9537 4.2475  -0.4140
C 0.2352 0.0517 3.2350  0.6995
N -0.7224 -0.8869 3.2446  -0.3724
S 1.4380 0.1473 2.0181  -0.3026
H -0.2291 0.7056 5.1226  0.2250
H 0.9960 1.5978 4.2930  0.2503
H -0.9051 -1.4324 2.3982  0.1293
H -1.4684 -0.8180 3.9293  0.2290



A 3-piece molecular cluster, C10H25BrN4O9PS2 overall at a distorted geometry, computed with wB97M-V/def2-TZVPD.

## Properties
E_HOMO   -12.3117 eV
Frontier orbital gap   9.119 eV
Net charge   +1

Last column: Mulliken charge in e.
Cartesian coordinates (Å):
O -0.7158 3.1282 -3.0040  -0.5309
C -0.4555 1.7977 -2.6237  -0.4659
C 0.9874 1.4239 -2.9763  -0.3642
N 1.5786 0.3978 -2.0680  0.3122
C 2.8995 0.2244 -2.1488  0.5899
N 3.6988 0.9227 -2.9876  -0.4400
C 4.9102 0.4867 -2.7485  0.3066
Br 6.3958 1.1651 -3.6244  -0.0307
N 4.9379 -0.4667 -1.8241  -0.2342
N 3.6445 -0.6448 -1.4403  0.0758
P 0.7625 -0.5946 -0.8509  -0.5847
O -0.7395 -0.8726 -1.3069  -0.0949
O 0.6575 0.2027 0.5531  -0.2482
H -0.2261 3.6887 -2.3951  0.3348
H -1.1211 1.1734 -3.2145  0.1704
H -0.7083 1.6323 -1.5722  0.3194
H 1.1010 1.0666 -3.9948  0.3330
H 1.5827 2.3315 -2.8964  0.3772
H 5.7417 -0.9687 -1.4833  0.2144
H 3.3670 -1.3325 -0.7551  0.2643
H -0.7753 -1.5158 -2.0305  0.3437
H 1.5661 0.2640 0.8776  0.3537
O -5.2009 -1.5290 -3.5479  -0.6575
S -4.2849 -1.9811 -2.5514  1.2738
O -3.1939 -2.8503 -2.8930  -0.6417
O -5.0996 -2.6109 -1.3469  -0.2794
C -6.0346 -3.6766 -1.6378  -0.3670
C -5.3442 -4.9923 -1.9356  -0.9711
C -3.6150 -0.6105 -1.6836  -0.5987
H -6.6909 -3.3776 -2.4561  0.3442
H -6.6514 -3.7769 -0.7476  0.2734
H -4.7662 -4.9394 -2.8570  0.2928
H -6.0824 -5.7862 -2.0461  0.3836
H -4.6561 -5.2555 -1.1321  0.2650
H -4.4136 0.0631 -1.3846  0.4457
H -2.9359 -0.1086 -2.3667  -0.0141
H -3.0744 -0.9838 -0.8217  0.2641
O 1.9722 1.6779 2.8576  -0.5791
S 1.4674 2.2370 4.0821  1.1196
O 1.6629 3.6183 4.3754  -0.5855
O 1.9883 1.3594 5.2965  -0.2655
C 3.4113 1.1541 5.4376  -0.3033
C 4.1299 2.3867 5.9491  -0.9983
C -0.2411 1.8530 4.2429  -0.9777
H 3.8313 0.8139 4.4890  0.2775
H 3.5215 0.3407 6.1515  0.2843
H 4.0879 3.2011 5.2275  0.3090
H 5.1786 2.1581 6.1394  0.3819
H 3.6708 2.7429 6.8705  0.2771
H -0.3889 0.7953 4.0427  0.3193
H -0.7759 2.4563 3.5125  0.3764
H -0.5620 2.1109 5.2483  0.3492



C10H25IrN7OS2 as an isolated structure at a distorted geometry, computed with wB97M-V/def2-TZVPD.

## Properties
E_HOMO   -17.3441 eV
Frontier orbital gap   8.448 eV
Net charge   +3
Energy above the lowest of the compared OMol25 structures with the same formula, charge and spin   4.6 kcal/mol

Last column: Mulliken charge in e.
Cartesian coordinates (Å):
Ir -0.2202 0.8475 1.0317  1.4328
N -0.6653 2.5453 2.1615  -0.5049
C -1.9167 3.1325 1.5684  -0.6731
C -1.7165 3.1647 0.0722  -0.5481
N -1.4563 1.7574 -0.3812  -0.5646
H -0.8100 2.4070 3.1605  0.3551
H 0.0805 3.2354 2.0582  0.3614
H -2.1111 4.1251 1.9722  0.4575
H -2.7440 2.4790 1.8454  0.3431
H -0.8270 3.7447 -0.1690  0.3318
H -2.5674 3.5946 -0.4535  0.4624
H -1.0993 1.7638 -1.3353  0.3099
H -2.3399 1.2516 -0.4329  0.3740
N 0.9272 0.0319 2.6550  -0.5813
N 0.1556 -0.6597 3.6191  -0.3718
C -1.1600 -0.8775 3.4349  0.9523
N -1.8275 -1.5390 4.3541  -0.3899
S -1.9573 -0.3385 2.0157  -0.4661
H 1.6543 -0.5956 2.3049  0.3684
H 1.3939 0.7999 3.1367  0.4080
H 0.6502 -1.0169 4.4275  0.2360
H -1.3943 -1.9397 5.1758  0.2330
H -2.8187 -1.7019 4.2395  0.2323
C -1.1568 -2.9515 -0.7674  -1.0850
S -0.6403 -1.3703 -1.4161  0.2779
O 0.2059 -0.7309 -0.2656  -0.5690
C 0.5363 -1.8485 -2.6251  0.7007
C 1.7049 -2.5227 -2.2750  -0.2960
C 2.5543 -2.9284 -3.2867  -0.7179
C 2.2308 -2.6688 -4.6179  -0.4619
C 1.0599 -2.0040 -4.9498  -0.6423
C 0.1998 -1.5773 -3.9472  -0.3778
H -0.3106 -3.4235 -0.2696  0.3642
H -1.4793 -3.5516 -1.6187  0.4426
H -1.9904 -2.8007 -0.0852  0.4235
H 1.9429 -2.7262 -1.2388  0.3338
H 3.4634 -3.4623 -3.0464  0.4167
H 2.9054 -2.9869 -5.4015  0.4427
H 0.8134 -1.8160 -5.9855  0.4288
H -0.7160 -1.0542 -4.1943  0.3934
N 1.6133 3.1086 0.0737  -0.5511
N 1.5819 1.6384 0.0827  -0.4218
H 1.9016 3.4236 -0.8502  0.2839
H 2.3555 3.4108 0.6993  0.2687
H 2.4876 1.3054 0.4072  0.3158
H 1.5067 1.3256 -0.8834  0.2721



A 4-piece molecular cluster, C10H25N3O6 overall at a distorted geometry, computed with wB97M-V/def2-TZVPD.

## Properties
E_HOMO (spin up / spin down)   -20.0375 / -20.0350 eV
Frontier orbital gap (spin up / spin down)   11.030 / 5.737 eV
2S+1   2
Net charge   +3
Expectation value of S²   0.76
Energy above the lowest of the compared OMol25 structures with the same formula, charge and spin   0.0 kcal/mol

Last column: Mulliken charge in e.
Cartesian coordinates (Å):
C 0.5481 -3.2926 -2.7379  -1.0629
C 1.5288 -2.0686 -2.5341  0.6360
O 2.6941 -2.1397 -2.5336  -0.3401
N 0.8768 -0.7448 -2.3632  0.2270
H 0.5652 -0.2615 -3.1935  0.4412
H 0.0080 -0.8802 -1.8663  -0.2902
C 1.7778 0.3471 -1.6152  -0.4676
H 0.0259 -3.4641 -1.7966  0.2934
H 1.0815 -4.1751 -3.0912  0.3514
H -0.2994 -3.0393 -3.3747  0.4091
H 2.0002 -0.1802 -0.6875  0.1284
H 1.1926 1.2180 -1.3197  0.1948
H 2.7310 0.5365 -2.1087  0.4280
C 2.7956 -3.5242 1.9441  -1.0999
C 1.6773 -2.8753 2.7624  0.7012
O 0.9280 -3.4069 3.5811  -0.3914
N 1.5744 -1.3465 2.5435  0.0978
H 2.4233 -1.0148 2.1082  0.4834
H 0.9447 -1.1375 1.7819  0.0789
C 1.3285 -0.5040 3.8240  -0.8215
H 3.7363 -3.1233 2.3215  0.4071
H 2.7907 -3.2428 0.8910  0.2987
H 2.6999 -4.6091 1.9867  0.3320
H 1.0202 0.5028 3.5422  0.3273
H 2.2321 -0.5766 4.4293  0.4165
H 0.5754 -0.9320 4.4856  0.3558
C -1.5305 2.3857 -1.6492  -0.6496
C -1.8307 3.8834 -1.4519  0.2230
O -2.1237 4.6657 -2.3292  -0.3650
N -1.9884 4.4422 -0.0186  -0.1307
H -1.3043 3.9505 0.5385  0.3623
H -1.6304 5.3866 -0.0164  0.3804
C -3.4379 4.4225 0.5338  -0.7407
H -2.4665 1.8386 -1.5365  0.3795
H -0.8265 2.0483 -0.8886  0.0301
H -1.1900 2.0824 -2.6392  0.4736
H -4.1951 4.8677 -0.1115  0.3450
H -3.4230 5.0268 1.4408  0.3802
H -3.7451 3.4047 0.7743  0.3061
O -2.5512 -0.7534 0.8866  -0.3695
C -1.6259 -1.0193 0.0214  0.8065
O -1.8978 -0.9264 -1.1627  -0.4667
O -0.4412 -1.1909 0.3794  -0.4421
H -3.2486 -0.5806 0.2498  0.3434